Molecular formula: C5H7NO3
Method: DFT, wB97M-V/def2-TZVPD

For the HOMO-LUMO gap, the calculation gives 10.3 eV. For the energy above the lowest of the compared OMol25 structures with the same formula, charge and spin, the calculation gives 85.7 kcal/mol.

Element x y z (Å)
H 0.79347 0.43890 -1.44997
H -0.49976 -2.58128 -0.63649
C 0.65720 0.26384 -0.37436
N 1.56133 1.24216 1.69100
C -0.81056 0.29502 -0.03699
H 2.66228 1.51825 1.80011
H -2.80782 -0.49285 -0.57090
H 0.71990 1.45167 2.21282
C -1.76505 -0.77328 -0.39373
O 2.56823 1.68463 -0.13142
H -1.24943 1.29550 0.04470
C 1.46977 1.31897 0.35399
O -1.79121 -2.33270 -2.17731
C -1.31029 -1.99552 -1.12282
H 1.09653 -0.71673 -0.14292
O -1.29459 -0.61657 0.93428

Cartesian forces (eV/Å) of the 6 atoms listed first:
H -0.075 -0.008 0.227
H -0.115 0.145 -0.050
C -1.019 0.817 -0.900
N 1.584 0.878 0.927
C -0.132 0.044 -0.070
H -3.885 -0.142 0.913

***

Molecular formula: C11H23InO4
Method: DFT, wB97M-V/def2-TZVPD

Its charge is +2. For the HOMO-LUMO gap, the calculation gives 3.4 eV. For the energy above the lowest of the compared OMol25 structures with the same formula, charge and spin, the calculation gives 32.5 kcal/mol.

Element x y z (Å)
H 4.21625 3.06360 0.43930
C 3.41056 2.70757 -0.20273
H 2.38210 2.76030 0.15444
C -0.79628 3.15144 0.01458
O -0.44726 2.29170 -0.76731
H -3.81066 -5.04429 -1.48165
H 5.13483 -0.05703 -0.56641
H -2.36137 -0.10201 2.85153
C -0.44567 -1.16288 2.46956
In 0.01464 -0.42727 -1.84081
H -0.65784 3.71071 2.08432
C 5.05279 0.94217 -0.99417
H -1.52296 -5.86832 -2.50279
O -0.23701 -0.85774 1.10450
O -1.59760 -2.84768 -1.28276
H -1.87659 -4.48465 -3.55844
H -2.67407 -5.40179 -0.23203
H 5.35427 0.85618 -2.03812
C -1.37224 -4.79813 -2.64440
C -3.13321 -4.57239 -0.76999
H -0.72206 2.03547 1.80323
H -2.47141 -1.80462 2.68323
H 0.11923 -0.38212 2.97888
C -0.90115 4.60182 -0.54504
H -0.19258 4.93926 -1.30147
H -1.73295 -1.05228 4.14613
C -1.81366 -1.02115 3.05958
H -0.11324 -2.17096 2.71728
C 3.66765 1.31163 -0.80068
C -1.16790 2.97145 1.46671
H -2.21720 3.21741 1.62978
H 3.25544 3.40115 -1.02916
H -0.94557 5.39864 0.19739
H -1.78874 4.72095 -1.16638
H -0.34727 -4.44036 -2.74208
C -2.03593 -3.98035 -1.53508
H 5.75842 1.63380 -0.53392
H -3.63762 -3.81658 -0.16798
O 2.65386 0.57737 -1.09709

Cartesian forces (eV/Å) of the 6 atoms listed first:
H -0.382 -0.042 0.067
C -0.768 -0.805 -0.921
H 0.249 -0.323 0.920
C -0.066 2.343 -0.935
O 0.030 -0.887 0.403
H -0.218 0.010 0.044

***

Molecular formula: C28H24N4O2P2Se2Tc
Method: DFT, wB97M-V/def2-TZVPD

Its charge is +2. The spin multiplicity is 4. The expectation value of S² is 3.81. For the HOMO-LUMO gap (alpha / beta), the calculation gives 2.5 / 2.7 eV. For the energy above the lowest of the compared OMol25 structures with the same formula, charge and spin, the calculation gives 53.7 kcal/mol.

Element x y z (Å)
C -2.92234 -3.02644 -2.01389
C -3.68945 2.87573 0.47843
H 3.69976 -4.79233 2.32907
H -3.61420 0.74802 3.21994
N -0.67280 -2.46983 -0.19689
H -0.32271 1.09490 -2.64452
H 3.09487 3.74232 2.74833
C -2.99420 2.10994 -0.43328
C -2.65445 0.81191 -0.03867
P -2.16614 -0.34715 -1.28473
C 2.47369 2.36778 1.22210
C -5.32226 -2.79348 -0.54356
C -3.82183 -4.08241 -1.95571
H -4.10364 3.83818 0.12779
C 4.03256 0.53124 2.53273
O 4.89886 -1.89774 1.41014
C -0.67113 -1.15584 -0.75794
C 1.54979 4.52743 -2.26786
C -3.24512 -1.76083 -1.32620
H -2.55712 -0.55405 1.62470
H 4.74302 2.19586 3.78680
H 2.53633 -0.78066 1.87239
C 3.21091 2.72953 2.37915
Se -2.53651 0.12905 -3.37270
N 1.24828 -1.49706 0.33181
H -0.96548 3.10868 -4.00948
C 1.30413 2.22180 -1.74210
Tc 3.35460 -1.59724 0.19565
C -0.20335 3.24279 -3.28702
H -4.40281 3.23703 2.36059
C -3.43685 1.19678 2.23443
H -2.75733 2.48370 -1.44294
H 1.94575 3.20014 0.75967
H 2.43222 -4.26646 0.39127
C 3.14097 0.07501 1.48028
C 0.45794 4.46183 -3.12640
C 2.40707 1.06510 0.76978
H -3.59156 -5.00676 -2.53549
C 2.00633 3.43405 -1.56621
P 1.67436 0.80748 -0.82332
H 2.16741 5.43536 -2.17992
H 2.99802 3.45783 -1.14820
C -2.80806 0.41031 1.32780
C -3.89330 2.47303 1.79340
H 4.65770 -0.28196 2.98059
C 3.51295 -3.73137 2.07250
C 4.07585 1.78905 2.98011
Se 3.10768 -0.45879 -1.93034
C 0.18148 2.11852 -2.57910
H -5.67351 -4.86989 -1.11876
N 0.46036 -2.63469 0.43009
C 0.55230 -0.54230 -0.34367
C 4.62275 -2.73153 2.37721
H 3.96984 -4.11276 0.11286
H 2.58108 -3.32051 2.57340
H -6.20475 -2.72172 0.03271
H 0.12807 5.34526 -3.67913
H -4.84243 -0.73094 -0.30726
C -5.01621 -4.02558 -1.16507
O 5.14427 -2.63607 3.54001
N 3.21387 -3.67276 0.62689
C -4.50323 -1.66479 -0.74091
H -1.99230 -3.10174 -2.54143

Cartesian forces (eV/Å) of the 6 atoms listed first:
C -1.137 1.754 1.591
C -0.168 1.102 0.110
H 0.070 0.847 0.501
H 0.002 0.758 -0.267
N 1.966 2.305 0.457
H 0.327 1.790 -0.457

***

Molecular formula: C6H9NO
Method: DFT, wB97M-V/def2-TZVPD

For the HOMO-LUMO gap, the calculation gives 9.4 eV. For the energy above the lowest of the compared OMol25 structures with the same formula, charge and spin, the calculation gives 166.6 kcal/mol.

Element x y z (Å)
O -1.18309 -0.83522 1.03994
H 0.45968 -2.31573 -0.85067
H 2.22629 1.11738 0.58899
C -0.40546 -0.46452 -0.21386
C -1.63433 0.33939 -0.82147
C 0.36878 0.81484 -0.26230
H 0.87076 0.96422 -1.32333
N -1.02053 1.67007 -0.39886
H -1.68908 0.25255 -1.97177
H -2.74734 -0.07683 -0.79839
C 1.87789 -0.74997 0.35519
H -0.56529 -1.12219 1.87733
H -0.69789 2.30010 -1.20899
H 2.72877 -1.22799 0.70756
C 1.36776 0.47633 0.70016
C 0.90005 -1.35463 -0.48377
H 1.17438 0.73117 1.80814

Cartesian forces (eV/Å) of the 6 atoms listed first:
O 3.919 -0.738 1.958
H 2.231 0.241 0.140
H 0.735 1.094 0.040
C -1.297 0.104 -0.151
C -0.498 -1.475 -4.850
C -3.750 1.528 -2.473

***

Molecular formula: C28H27AuN15O3
Method: DFT, wB97M-V/def2-TZVPD

Its charge is +3. For the HOMO-LUMO gap, the calculation gives 5.5 eV.

Element x y z (Å)
N 4.20151 0.00945 1.89478
N -1.76807 -0.35224 0.94323
N 4.11687 0.05943 0.52777
H 2.08792 4.27414 0.78648
C 1.86389 3.44021 -2.33718
H -0.86555 1.24316 3.59027
H 6.07239 0.25824 -2.91576
C 3.59877 2.38359 -3.84830
H 5.84272 1.20425 0.33624
C -1.00507 -3.41670 1.45899
C -2.37290 -5.52764 1.72267
H -2.43521 -4.66967 3.59357
H -2.05629 3.36088 -0.56884
C -1.10387 -4.77803 1.36469
H -4.72827 -6.17094 2.60217
H -5.19665 1.26922 -0.72431
C -2.43715 3.09123 -1.55120
N 0.16366 4.19918 -1.24522
H 1.90460 -5.34034 -0.11732
H -0.14461 -6.56456 0.66781
C -4.06680 -5.98263 3.43549
C -4.13262 2.17047 -2.96546
C -0.05606 -5.48976 0.78104
C 5.25024 0.95902 -2.81683
H 3.33861 2.48745 -0.48118
C -3.40681 2.56378 -4.07877
N -2.87963 -5.28597 2.93580
H 1.97116 -2.87911 0.09427
C 4.69079 1.53268 -3.95145
H -3.79056 -6.94869 3.84742
O -4.58978 -5.10027 4.40399
N -3.39485 0.86816 0.26191
H 5.09386 1.28663 -4.92580
C 1.12186 -3.44368 0.44931
H -3.81854 2.41108 -5.06707
C 4.75418 1.27443 -1.55846
C -4.30268 1.82558 -0.46282
N 0.35639 1.14992 1.79956
N 1.10809 3.04025 1.97979
O 0.77548 3.27903 -3.12401
H 2.78596 -0.61861 3.32615
C -2.13529 3.10989 -3.93424
H -5.09604 1.68613 -3.09408
H -5.28609 -5.52769 4.90381
C -2.87348 -0.54624 1.75117
H -1.81119 -2.82212 1.86942
C -0.16625 1.71031 2.90690
H -2.92534 -1.21200 2.60454
N 2.22919 -0.69907 1.20521
C 3.73266 2.20606 -1.45294
C 3.12098 2.72127 -2.59198
Au 0.20331 -0.77244 1.21899
N 1.54657 4.01866 -1.24592
C 1.07453 -4.81339 0.33567
H -1.54206 0.94050 -0.78848
N -3.86837 0.18624 1.35126
O -2.82007 -6.29003 0.89398
C 5.25866 0.55876 -0.31308
C -1.65133 3.37350 -2.66344
N 0.09095 -2.76829 1.00244
C 3.04995 -0.44932 2.28989
C -2.14390 0.55947 0.02504
N 0.29619 2.92922 3.03391
H 1.54757 4.90788 2.35901
N 1.85387 4.13266 1.78992
H 2.62890 -0.41834 -0.91673
H -4.58436 2.59340 0.25462
C -0.25647 3.72900 -2.35660
C 2.94419 -0.35333 0.11744
C -3.63004 2.39803 -1.68976
N 1.18781 2.00905 1.20188
H 5.87752 -0.29059 -0.58366
H -1.53146 3.33212 -4.80741
H 3.13188 2.78815 -4.74024

Cartesian forces (eV/Å) of the 6 atoms listed first:
N 0.056 -0.005 -0.503
N 0.045 -0.549 0.494
N 0.514 0.212 0.306
H -0.389 0.109 0.416
C -0.166 -0.014 -0.379
H 0.133 0.092 -0.137

***

Molecular formula: C11H14N2O
Method: DFT, wB97M-V/def2-TZVPD

For the HOMO-LUMO gap, the calculation gives 8.3 eV. For the energy above the lowest of the compared OMol25 structures with the same formula, charge and spin, the calculation gives 21.9 kcal/mol.

Element x y z (Å)
H -3.63463 2.53159 -1.77375
O -2.74212 0.33373 -1.26159
H -0.36802 -3.03918 1.13722
C -0.62878 1.13941 0.87448
H 2.49368 2.34181 1.53996
C 1.87160 0.29822 1.52781
H -0.88096 1.30944 -3.65215
C -2.44420 0.97274 -2.25007
H 3.52572 -2.49692 1.59225
N 3.01945 -0.38704 1.86723
H 1.20067 -3.91462 0.72257
C 2.78280 -1.73132 1.75413
H -1.65846 1.34657 0.61235
C 0.38576 2.09427 1.06514
C 1.46091 -1.97324 1.39490
H -0.82313 -0.27646 -3.10125
N -2.96259 2.23293 -2.46863
H 0.24085 3.14995 0.88469
H -3.21352 2.47823 -3.40204
C 0.86733 -0.64853 1.33827
H -2.05070 0.12814 -4.23546
C 0.66292 -3.24480 1.39228
C -1.54354 0.49387 -3.33922
H 3.96264 -0.03901 1.94620
H 0.52697 -3.63082 2.40851
H -1.27267 -0.90478 0.96760
C 1.65998 1.66398 1.39487
C -0.43796 -0.22815 1.06368

Cartesian forces (eV/Å) of the 6 atoms listed first:
H 0.027 -0.179 -0.089
O 0.347 0.084 -0.087
H -0.075 -0.060 -0.882
C -0.850 -0.828 0.404
H -0.149 0.150 -0.023
C 0.361 0.229 0.426